Version P
28
Properties=species:S:1:pos:R:3 method="wB97M-V/def2-TZVPD" lumo_energy_ev=0.969 orbital_gap_ev=9.56 homo_energy_ev=-8.5896 total_charge=0 smiles=CC[C@@H](N)C(C)(C)CC
N -0.56183 -1.60497 1.34675
C -1.91907 0.81016 0.16782
C -0.01227 -0.93989 0.20721
C 1.72838 -1.27155 0.31718
C -2.74624 0.07891 -0.87413
C 0.40676 1.34509 1.29477
C 2.77462 -0.65309 -0.58356
C -0.15810 0.55097 0.11725
C 0.28384 1.15220 -1.22024
H 1.75316 -2.35839 0.17288
H 0.06817 0.94806 2.25586
H -0.58588 -2.61409 1.24614
H -1.44112 -1.26153 1.71147
H 1.50029 1.33978 1.29501
H -0.25630 2.08289 -1.42450
H -3.78217 0.44069 -0.87782
H 1.99526 -1.10010 1.36524
H 2.49250 -0.71087 -1.63829
H 2.99270 0.38004 -0.29712
H -2.03833 1.89198 0.04490
H 1.33886 1.42910 -1.22517
H -2.35180 0.22990 -1.88347
H 3.73341 -1.17867 -0.48252
H -2.27988 0.58041 1.17510
H 0.09179 2.39173 1.23248
H -0.33434 -1.43288 -0.71236
H -2.78822 -0.99641 -0.67664
H 0.09581 0.47057 -2.05420

=====

Version Q
28
Properties=species:S:1:pos:R:3 method="wB97M-V/def2-TZVPD" lumo_energy_ev=0.768 orbital_gap_ev=7.19 homo_energy_ev=-6.4217 total_charge=0
N -0.04978 2.50371 0.35908
C 0.93305 -0.55690 -0.15978
C 0.68680 -1.65208 -1.18568
C 1.44734 -1.15021 1.14101
C -1.77140 -0.83703 0.98336
C -1.64178 0.51035 -1.19383
C -1.12882 0.29282 0.21184
C -0.54932 1.36856 0.92610
C 1.92242 0.44658 -0.72009
H 1.64532 -0.38332 1.89634
H -2.85946 -0.75136 0.93754
H 0.62473 3.04590 0.87189
H 1.53488 0.95788 -1.60727
H 2.85432 -0.05293 -1.03819
H -1.48458 -1.79637 0.55104
H -0.29486 2.72930 -0.59159
H -0.20066 1.16720 1.93243
H -0.04280 -2.39305 -0.84868
H -2.54764 1.12405 -1.18071
H -2.15037 1.53217 1.12235
H 0.34430 -1.25053 -2.14339
H -1.47996 -0.82895 2.03476
H 2.22434 1.19563 0.01527
H -1.89236 -0.44665 -1.65296
H -0.89564 1.00317 -1.82041
H 1.61741 -2.20800 -1.39614
H 0.75490 -1.88226 1.56663
H 2.39960 -1.68765 0.98907

=====

Relative energy table, unit kJ/mol: version P 0.0; version Q 313.3